C4H9N3O | the ωB97M-V functional and the def2-TZVPD basis

Computed properties:
**HOMO level**: -6.830 eV
**Strongest force on any atom**: 3.71 eV/A
**Total energy**: -397.10800 Eh
**ΔE to the lowest compared entry with this formula, charge and spin**: 6.603 eV
**Frontier orbital gap**: 7.575 eV
**LUMO**: 0.75 eV

Geometry as XYZ:
```
17
Properties=species:S:1:pos:R:3:forces:R:3
H -0.4533 2.3351 -0.2919 -0.199 -0.424 -0.202
H 0.5837 0.9038 1.1122 0.972 0.582 0.557
N -1.3940 -0.8880 -0.7230 2.228 1.981 -0.586
H 1.9147 -0.1043 -1.2017 0.482 0.250 -0.583
H -2.4429 1.0229 -0.7805 -0.226 -0.453 -0.914
H 2.6536 0.5840 0.2498 0.976 -0.348 0.560
N 0.1979 -0.8017 1.8110 0.295 -0.731 1.700
C -0.4759 1.2547 -0.4222 0.228 1.104 -0.947
H 2.0301 1.7306 -0.9390 -0.288 -1.296 0.280
H -2.6907 -1.8886 0.2051 -0.176 -0.001 0.084
C 0.4064 -0.8840 0.5831 -0.574 1.323 -0.783
N 0.6425 0.5824 0.1567 -1.547 -1.079 0.662
H 0.3705 -1.6466 2.3248 -0.400 -0.630 0.143
O -2.5203 -1.7271 -0.7292 -0.536 0.657 -0.010
H 0.7730 -1.6577 -0.0674 0.187 -0.069 -0.082
C 1.8984 0.7055 -0.4850 1.140 1.396 -1.323
C -1.4935 0.4789 -0.8028 -2.563 -2.262 1.445
```
Positions in Å, forces in eV/Å.